Entry 1:
A structure of composition C19H51B3Br2N4O7. Source: the OMol25 dataset; level of theory: the ωB97M-V functional and the def2-TZVPD basis.

Positions of all 86 atoms, in Å:
N  -1.661  2.157  0.903
H  -4.387  -8.334  0.342
H  -5.219  -5.332  5.445
H  0.334  -0.484  1.628
H  0.416  0.476  0.152
C  0.218  5.602  -3.994
H  -0.723  5.860  -3.498
H  -3.522  -1.213  3.353
C  8.722  8.137  -2.848
H  -4.480  -6.810  -0.590
B  6.166  7.884  -2.260
H  -4.750  -6.798  1.149
H  -0.420  -6.113  -1.222
C  -0.232  0.188  0.980
C  0.597  4.247  -2.063
H  -2.350  -5.140  5.869
C  -2.144  -4.596  2.765
O  1.153  5.052  -3.086
H  0.025  4.921  -4.826
H  -2.952  -6.924  4.189
H  -1.760  -1.357  3.300
C  -0.701  1.426  1.739
H  7.235  9.753  -2.646
O  5.807  8.264  -0.968
C  -1.265  1.127  3.135
C  -4.193  -5.355  5.067
H  -3.496  -4.470  6.768
C  -2.715  -8.227  -2.349
N  1.348  2.162  -3.197
H  -1.819  3.333  -2.918
H  0.174  2.068  1.882
C  -4.169  -7.263  0.353
N  -3.290  -5.303  6.222
H  -2.885  -4.851  2.005
C  -2.619  -0.826  2.885
H  1.372  4.190  -1.293
H  -1.688  -5.506  3.158
H  -1.981  -5.787  -1.380
H  9.406  8.972  -2.778
Br  6.750  8.817  -4.886
Br  9.263  7.179  -4.451
H  -3.134  -9.183  -2.026
H  -4.647  -4.222  3.249
H  -4.512  -6.702  3.391
H  8.362  7.691  -0.750
H  4.117  9.607  -0.332
C  -4.003  -6.690  4.356
H  9.942  7.273  -1.350
H  -0.853  2.988  -4.360
O  -2.561  0.567  3.149
C  8.885  7.280  -1.610
C  0.245  2.814  -2.480
H  -2.335  -8.356  -3.363
H  8.627  6.242  -1.793
H  -0.266  4.751  -1.608
C  -1.900  -7.955  0.070
C  7.280  8.729  -2.996
C  -4.032  -4.130  4.155
N  -1.245  -6.384  -1.749
H  1.632  2.781  -3.953
H  -2.696  -1.017  1.811
B  4.508  8.730  -1.022
H  0.065  2.253  -1.559
H  -4.402  -3.258  4.702
H  -1.380  1.676  -3.326
O  -2.697  -3.814  3.812
O  5.469  6.832  -2.797
H  -3.524  -7.500  -2.405
H  -1.358  2.077  3.669
H  -2.244  -8.976  0.283
O  3.659  8.141  -1.932
B  4.147  6.938  -2.435
H  3.400  6.025  -2.495
H  -2.538  1.642  0.924
H  0.656  6.511  -4.406
C  -1.022  2.706  -3.321
H  -0.572  0.503  3.716
H  -1.885  3.040  1.354
H  -1.063  -0.371  0.551
H  2.163  2.127  -2.591
H  -1.355  -4.006  2.298
C  -1.592  -7.771  -1.423
O  -2.801  -7.010  0.618
H  -0.968  -7.814  0.623
H  -4.416  -7.498  4.961
H  -0.719  -8.393  -1.642

Charge: 0
Multiplicity: 1
Highest occupied orbital energy, eV: -9.0
Kohn-Sham gap, eV: 9.49
Electronic energy, hartree: -6722.972214

---

Entry 2:
A cluster of 6 separate species, C19H53BN4O9 in total. Source: the OMol25 dataset; level of theory: the ωB97M-V functional and the def2-TZVPD basis.

Positions of all 86 atoms, in Å:
H  0.856  -1.424  -4.421
H  -3.762  0.657  1.031
H  -1.090  0.649  3.351
C  0.032  -3.121  2.091
H  4.046  -0.541  -0.901
H  -2.478  -2.516  -1.885
C  -1.662  -1.861  -1.547
O  2.043  -2.097  -2.891
C  -2.363  -0.607  -1.000
H  -0.366  3.872  1.233
C  3.837  -0.266  0.133
H  -1.117  -0.493  1.569
H  -4.356  -0.790  1.676
N  -0.871  -1.474  -2.704
H  -0.069  1.200  1.030
O  1.592  3.584  -5.817
H  1.528  -1.769  2.069
H  -1.274  5.320  -1.240
H  -0.911  -3.296  1.545
H  1.802  -0.021  6.726
B  -1.877  1.303  -4.088
H  2.416  0.593  2.076
H  1.880  -3.943  -1.805
C  -0.500  3.210  0.368
H  -1.472  -1.025  -3.400
H  -2.542  2.069  -4.629
H  1.957  3.294  0.592
C  1.088  -2.370  -3.928
H  1.745  1.593  6.019
C  -1.198  -4.137  3.880
C  0.540  -1.737  1.591
C  -1.960  2.901  0.060
O  -2.692  4.097  -0.168
C  1.137  0.815  6.491
H  -1.653  0.173  -0.719
H  -2.443  0.355  -3.722
H  0.546  -4.062  1.861
H  -2.250  -3.977  3.651
H  0.686  1.157  7.418
H  3.636  1.875  1.675
H  3.581  -1.221  0.607
H  1.511  0.631  3.875
H  -1.064  -0.943  3.833
H  1.452  -3.140  -4.610
C  -2.230  4.807  -1.342
H  -2.913  5.525  -1.793
H  1.529  2.787  2.255
C  0.771  -0.041  4.323
O  2.661  3.885  -3.914
H  1.290  -0.984  4.513
H  0.741  1.059  -1.157
H  -1.315  1.693  -3.163
H  -4.919  -0.421  0.032
H  0.006  3.673  -0.483
C  1.964  3.100  -4.688
H  0.835  -1.751  0.543
C  -0.403  -0.200  3.378
N  0.341  2.030  0.601
H  -3.127  -0.268  -1.698
H  3.021  -3.936  -3.133
H  4.790  0.031  0.591
H  -0.893  -3.049  -4.118
H  -2.066  2.273  -0.832
H  -2.427  2.321  0.859
C  2.695  1.392  1.388
H  -0.700  -5.064  3.585
H  -2.130  3.988  -2.061
C  -0.284  -2.706  -3.271
C  1.573  2.473  1.198
H  -1.147  0.929  -4.894
N  0.945  0.574  -2.035
O  1.184  2.175  -4.140
N  -0.173  -0.517  1.943
H  3.324  -3.054  -1.645
H  0.415  -0.321  -2.167
H  -1.028  -4.104  4.959
C  2.554  -3.294  -2.379
O  2.976  0.845  0.105
H  -0.261  -3.531  -2.558
O  -2.920  -1.034  0.261
H  1.910  0.266  -2.087
O  0.168  0.507  5.487
H  0.871  1.226  -2.855
C  -4.077  -0.342  0.718
H  -1.137  -2.387  -0.755
O  -0.353  -3.067  3.453

Charge: -2
Multiplicity: 1
Highest occupied orbital energy, eV: 1.9
Kohn-Sham gap, eV: 1.46
Electronic energy, hartree: -1676.396438

---

Question: What is the charge in the second record?
Answer: -2